(1)
This record from the Open Molecules 2025 dataset describes 5 unconnected molecules or ions with the total composition H10S5 in a non-equilibrium geometry. The level of theory is wB97M-V/def2-TZVPD.

XYZ file:
```
15
Properties=species:S:1:pos:R:3:nbo_charge:R:1
S 2.65 -1.84 -6.82 -0.304
H 2.65 -2.37 -5.58 0.149
H 1.52 -1.04 -6.69 0.155
S -0.75 1.56 -3.53 -0.288
H -0.92 2.74 -4.09 0.148
H -1.46 1.74 -2.42 0.140
S -1.05 1.42 4.16 -0.279
H -2.14 1.58 4.91 0.142
H -0.52 2.59 4.44 0.137
S -0.37 -3.69 5.09 -0.301
H 0.86 -3.09 4.71 0.160
H -0.47 -2.96 6.20 0.141
S 0.42 0.94 0.29 -0.268
H -0.43 1.96 0.22 0.136
H 0.01 0.47 -0.88 0.131
```

Calculated values
spin multiplicity	1
energy above the lowest of the compared OMol25 structures with the same formula, charge and spin	30.4	kJ/mol
orbital gap	10.10	eV
LUMO energy	0.47	eV

***

(2)
This record from the Open Molecules 2025 dataset describes a gas-phase ion, C5H8N7 (charge +1) in a non-equilibrium geometry. The level of theory is wB97M-V/def2-TZVPD.

XYZ file:
```
20
Properties=species:S:1:pos:R:3:nbo_charge:R:1
C 2.14 1.37 -0.75 -0.573
C 1.62 0.32 0.29 -0.302
C 2.19 -1.14 0.35 -0.635
C 0.17 0.24 0.41 0.412
N -0.67 1.22 0.46 -0.377
C -1.91 0.65 0.25 0.311
N -3.09 1.24 0.11 0.067
N -4.16 0.62 -0.01 -0.022
N -4.51 -0.51 -0.29 0.226
N -5.10 -1.43 -0.54 0.247
N -1.82 -0.65 0.07 -0.160
N -0.56 -0.95 0.25 -0.280
H 3.08 1.13 -0.97 0.229
H 1.82 2.32 -0.44 0.243
H 1.69 1.16 -1.69 0.207
H 2.15 0.55 1.25 0.264
H 1.91 -1.55 -0.66 0.204
H 1.81 -1.76 1.24 0.227
H 3.30 -1.04 0.58 0.260
H -0.06 -1.81 0.09 0.454
```

Calculated values
spin multiplicity	1
energy above the lowest of the compared OMol25 structures with the same formula, charge and spin	186.2	kJ/mol
orbital gap (alpha / beta)	7.09 / 7.09	eV
charge	+1
LUMO energy (alpha / beta)	-7.38 / -7.38	eV